No. 1
Here is a 2-piece molecular cluster, C11H15N overall at a distorted geometry from the Open Molecules 2025 dataset. Energies are from ωB97M-V with the def2-TZVPD basis set.

Last column: Löwdin charge in e.
Atoms and positions in Å:
C1 -0.246 4.550 -1.102  -0.1804
C2 -1.580 4.692 -0.377  -0.1888
H1 0.642 4.287 -0.512  0.0562
H2 -0.384 3.693 -1.811  0.0684
H3 0.031 5.480 -1.613  0.0590
H4 -1.867 3.729 0.010  0.0427
H5 -2.396 5.148 -0.990  0.0723
H6 -1.668 5.376 0.507  0.0688
C3 2.296 0.522 1.239  -0.0474
C4 0.368 -0.783 0.139  -0.1315
C5 1.564 -0.739 0.988  -0.2439
C6 -0.067 -2.145 0.207  -0.1988
C7 1.723 -1.943 1.589  -0.0529
C8 -1.386 -0.301 -1.342  -0.1127
C9 -1.896 -1.597 -1.231  -0.1140
C10 -0.295 0.161 -0.622  -0.0342
C11 -1.280 -2.531 -0.427  -0.0244
N1 0.831 -2.809 0.978  0.0532
H7 -2.042 0.419 -1.810  0.0912
H8 -2.815 -1.917 -1.752  0.1085
H9 -0.005 1.250 -0.587  0.1130
H10 -1.707 -3.526 -0.415  0.0997
H11 1.830 1.351 0.660  0.0728
H12 3.338 0.482 0.947  0.0726
H13 2.567 -2.232 2.170  0.1159
H14 0.673 -3.733 1.348  0.1502
H15 2.236 0.645 2.325  0.0845

Calculated values
- E_HOMO (eV) = -7.9
- DFT total energy (Eh) = -482.88330
- charge = 0
- Kohn-Sham gap (hartree) = 0.32309
- energy above the lowest of the compared OMol25 structures with the same formula, charge and spin (kJ/mol) = 83.7
- LUMO level (eV) = 0.94

---

No. 2
Here is a 2-piece molecular cluster, C11H15N overall at a distorted geometry from the Open Molecules 2025 dataset. Energies are from ωB97M-V with the def2-TZVPD basis set.

Last column: Löwdin charge in e.
Atoms and positions in Å:
C1 -1.372 -2.609 0.820  -0.1754
C2 -2.329 -3.525 0.127  -0.1803
H1 -1.705 -1.575 0.918  0.0627
H2 -1.126 -2.886 1.853  0.0681
H3 -0.411 -2.590 0.322  0.0465
H4 -3.351 -3.694 0.457  0.0573
H5 -1.982 -4.562 0.216  0.0626
H6 -2.409 -3.352 -0.951  0.0636
C3 -1.183 3.226 0.048  -0.0575
C4 0.095 0.896 -0.340  -0.1049
C5 -0.268 2.112 0.377  -0.2391
C6 1.086 0.245 0.487  -0.2062
C7 0.493 2.107 1.493  -0.0970
C8 -0.354 0.297 -1.555  -0.0211
C9 0.430 -0.727 -2.014  -0.1237
C10 1.566 -1.195 -1.343  -0.1181
C11 1.845 -0.747 -0.083  -0.0573
N1 1.309 1.020 1.629  0.0847
H7 -1.125 0.799 -2.110  0.1030
H8 0.258 -1.283 -2.938  0.1019
H9 2.212 -1.758 -2.009  0.1035
H10 -0.873 4.138 0.570  0.0765
H11 -2.188 3.087 0.470  0.0805
H12 0.584 2.936 2.188  0.1259
H13 2.073 0.834 2.264  0.1543
H14 2.640 -1.250 0.469  0.1128
H15 -1.257 3.374 -1.028  0.0765

Calculated values
- E_HOMO (eV) = -7.8
- DFT total energy (Eh) = -482.88132
- charge = 0
- Kohn-Sham gap (hartree) = 0.31985
- energy above the lowest of the compared OMol25 structures with the same formula, charge and spin (kJ/mol) = 88.9
- LUMO level (eV) = 0.93

---

No. 3
Here is a 2-piece molecular cluster, C11H15N overall at a distorted geometry from the Open Molecules 2025 dataset. Energies are from ωB97M-V with the def2-TZVPD basis set.

Last column: Löwdin charge in e.
Atoms and positions in Å:
C1 2.537 1.808 -1.964  -0.1351
C2 1.653 0.969 -2.985  -0.1366
H1 2.806 1.256 -1.152  0.0183
H2 3.319 2.155 -2.606  0.0413
H3 2.073 2.794 -1.718  0.0728
H4 0.632 0.854 -2.584  0.0129
H5 1.967 -0.138 -2.993  0.0916
H6 1.671 1.464 -3.902  0.0285
C3 -0.551 -3.266 1.559  -0.0385
C4 -1.163 -0.806 1.019  -0.1741
C5 -0.713 -1.823 1.839  -0.2606
C6 -1.002 0.489 1.596  -0.2188
C7 -0.266 -1.133 2.956  -0.0398
C8 -1.405 0.312 -1.105  -0.1060
C9 -1.383 1.626 -0.354  -0.0955
C10 -1.282 -0.853 -0.396  -0.0503
C11 -1.357 1.730 1.010  -0.0392
N1 -0.594 0.239 2.867  0.0703
H7 -1.332 0.296 -2.196  0.0809
H8 -1.462 2.564 -1.037  0.1213
H9 -1.345 -1.798 -1.026  0.1295
H10 -1.361 2.771 1.370  0.1118
H11 0.172 -3.785 2.192  0.0769
H12 -0.011 -3.304 0.517  0.1227
H13 0.273 -1.584 3.781  0.1132
H14 -0.445 0.916 3.628  0.1647
H15 -1.430 -3.753 1.683  0.0380

Calculated values
- E_HOMO (eV) = -7.8
- DFT total energy (Eh) = -482.83514
- charge = 0
- Kohn-Sham gap (hartree) = 0.32046
- energy above the lowest of the compared OMol25 structures with the same formula, charge and spin (kJ/mol) = 210.1
- LUMO level (eV) = 0.93

---

No. 4
Here is a 2-piece molecular cluster, C11H15N overall at a distorted geometry from the Open Molecules 2025 dataset. Energies are from ωB97M-V with the def2-TZVPD basis set.

Last column: Löwdin charge in e.
Atoms and positions in Å:
C1 1.219 -3.154 1.518  -0.0592
C2 -1.814 -1.163 0.831  -0.2369
C3 -0.543 -1.535 0.299  -0.1016
C4 -0.182 -2.618 1.310  -0.2174
C5 -1.153 -2.856 2.270  0.0179
C6 -1.957 0.438 -1.052  -0.0954
C7 -2.380 -0.065 0.151  -0.0543
C8 -0.724 -0.120 -1.565  -0.1175
C9 -0.035 -1.162 -0.988  -0.0336
N1 -2.333 -1.996 1.828  0.0975
H1 -2.291 1.284 -1.515  0.0646
H2 -3.337 0.386 0.687  0.1391
H3 -0.747 0.225 -2.633  0.1091
H4 0.768 -1.829 -1.377  0.1223
H5 -3.123 -1.940 2.344  0.0807
H6 -1.167 -3.585 2.990  0.0772
H7 2.048 -2.437 1.170  0.1074
H8 1.458 -3.956 1.000  0.0027
H9 1.258 -3.317 2.641  0.0970
C10 2.494 3.610 -1.669  -0.1984
C11 1.261 3.751 -0.815  -0.1907
H10 2.695 4.548 -2.184  0.0564
H11 3.334 3.313 -1.107  0.0398
H12 2.337 2.926 -2.563  0.0816
H13 0.637 2.782 -0.762  0.0726
H14 0.615 4.622 -1.052  0.0644
H15 1.664 3.848 0.244  0.0747

Calculated values
- E_HOMO (eV) = -8.1
- DFT total energy (Eh) = -482.79867
- charge = 0
- Kohn-Sham gap (hartree) = 0.33276
- energy above the lowest of the compared OMol25 structures with the same formula, charge and spin (kJ/mol) = 305.9
- LUMO level (eV) = 0.92